Density functional theory data (ωB97M-V/def2-TZVPD) for a molecular structure, C22H28B2Br55NO.

Values from the calculation:
Multiplicity = 1
Gap between HOMO and LUMO = 8.51 eV

Atoms and positions in Å:
Br (6.916, 5.079, 7.067)
Br (-5.068, -5.936, 4.441)
Br (3.463, -1.888, 0.571)
Br (-7.088, -5.532, 8.486)
Br (0.142, -2.922, -4.791)
Br (4.783, 3.091, 4.141)
Br (-4.397, 10.271, 6.622)
Br (5.837, 7.021, 4.784)
Br (7.434, 4.099, -7.913)
Br (-1.000, -0.847, 1.841)
Br (-1.804, -3.635, 0.655)
Br (0.446, -3.498, 2.891)
Br (-2.549, -10.814, -3.309)
Br (1.707, -1.494, -2.032)
Br (6.606, -2.276, -4.900)
Br (-5.595, -1.238, -1.521)
Br (5.672, 4.913, -11.505)
Br (-4.225, 1.439, -0.373)
Br (-4.690, 6.185, 6.127)
Br (-4.130, -5.658, 9.653)
Br (9.130, 3.111, -10.425)
Br (-3.739, -8.954, -1.036)
Br (-9.953, 4.476, 1.139)
Br (0.306, -13.384, -1.492)
Br (-3.349, -7.809, -3.985)
Br (-8.906, 7.449, 1.512)
Br (-4.671, -8.296, 2.356)
Br (-7.187, 1.521, -1.397)
Br (7.106, 7.649, -12.258)
Br (-5.333, -8.154, 8.094)
Br (1.410, -5.819, -4.497)
Br (3.429, 0.940, -0.879)
Br (-7.016, 10.691, 4.863)
Br (-7.142, 5.830, 4.163)
Br (0.301, -12.153, -4.415)
Br (-2.962, -8.251, 5.038)
Br (6.521, -0.464, -2.286)
Br (2.043, -4.063, -7.072)
Br (-7.262, 9.678, 7.870)
Br (2.625, -8.588, 0.093)
Br (6.521, 0.569, 4.991)
Br (-3.585, 0.843, 2.589)
Br (-7.608, 5.551, -0.712)
Br (-6.612, 3.672, 6.447)
Br (3.059, -12.747, -2.955)
Br (5.119, -3.326, -2.291)
Br (5.063, 3.683, -2.984)
Br (8.785, 1.209, -7.902)
Br (0.866, -8.887, -2.544)
Br (8.608, 7.633, 6.217)
Br (3.578, 3.752, -5.797)
Br (0.561, -6.299, -0.719)
Br (4.051, 0.198, 3.021)
Br (6.051, 1.809, -5.367)
Br (7.291, 5.157, -14.230)
O (-0.126, 1.331, 0.714)
N (-2.717, 4.706, 3.114)
C (1.230, -13.292, -3.173)
C (4.547, 2.669, -4.537)
C (-6.194, 9.675, 6.274)
C (5.603, -1.786, -3.332)
C (-3.822, -7.198, 3.683)
C (-3.021, 4.779, 1.843)
C (-3.742, -9.357, -2.917)
C (4.774, 1.201, 4.496)
C (8.912, 3.030, -8.514)
C (1.657, -4.042, -5.192)
C (-5.482, 0.679, -1.637)
C (1.467, 3.098, 2.316)
C (-5.316, -6.242, 8.258)
C (7.391, 6.266, 5.632)
C (2.426, -0.644, -0.460)
C (7.158, 5.733, -12.401)
C (-3.407, 3.557, 1.048)
C (-0.058, 3.296, 2.347)
C (1.750, -7.669, -1.351)
C (-1.185, -2.726, 2.233)
C (-9.197, 6.012, 0.267)
C (-5.816, 4.916, 5.219)
B (-2.585, 2.282, 1.623)
B (-0.855, 2.242, 1.500)
H (4.125, 1.040, 5.346)
H (1.850, 3.191, 1.290)
H (-4.932, -5.849, 7.326)
H (4.680, -1.334, -3.674)
H (-0.470, 3.279, 3.369)
H (2.520, -7.171, -1.926)
H (2.516, -3.615, -4.690)
H (-5.129, 0.918, -2.631)
H (-9.921, 6.361, -0.457)
H (-6.129, 8.649, 5.933)
H (1.771, 2.136, 2.755)
H (3.873, 1.893, -4.197)
H (-4.494, 3.439, 1.171)
H (-5.187, 4.349, 4.546)
H (-4.743, -9.678, -3.170)
H (9.807, 3.450, -8.076)
H (-1.929, -2.857, 3.008)
H (7.906, 5.676, 4.886)
H (1.952, 3.878, 2.926)
H (-3.037, 5.754, 1.320)
H (-0.186, 1.557, -0.239)
H (8.055, 5.399, -11.895)
H (-2.494, 5.637, 3.489)
H (-3.109, 3.738, 0.005)
H (1.238, -14.288, -3.595)
H (-3.053, -6.627, 3.181)
H (-0.307, 4.280, 1.911)
H (1.584, -0.340, 0.152)

***

Density functional theory data (ωB97M-V/def2-TZVPD) for a molecular structure, C22H28BF9N6OV.

Values from the calculation:
Multiplicity = 2
Gap between HOMO and LUMO (alpha / beta) = 7.88 / 7.33 eV
ΔE to the lowest compared entry with this formula, charge and spin = 0.0000 eV

Atoms and positions in Å:
V (-0.014, -0.170, 0.008)
F (2.098, -3.657, 1.197)
F (-2.005, -3.883, 1.026)
F (0.267, -3.477, 2.314)
F (1.073, -5.168, -1.442)
F (-2.079, -3.437, -1.084)
F (-1.349, -5.359, -0.413)
F (0.195, -3.459, -2.442)
F (2.062, -3.251, -1.385)
F (0.724, -5.327, 1.287)
O (0.010, -2.095, 0.021)
N (-1.561, 0.228, 1.379)
N (0.033, 2.631, 0.980)
N (0.016, 1.994, -0.219)
N (1.621, 0.245, 1.243)
N (-1.206, 1.007, 2.425)
N (1.370, 1.010, 2.327)
C (-2.839, -0.110, 1.536)
C (-1.182, 1.943, -3.079)
C (-3.549, -0.933, 0.503)
C (-5.062, -0.755, 0.610)
C (0.076, -3.429, -0.063)
C (-3.321, 0.455, 2.729)
C (0.508, 3.761, -3.490)
C (5.011, -0.528, -0.053)
C (2.813, -0.321, -1.256)
C (3.505, -0.755, 0.040)
C (0.104, 2.926, -1.169)
C (-3.064, -0.570, -0.903)
C (0.145, 2.558, -2.626)
C (2.520, 1.235, 2.986)
C (3.539, 0.585, 2.321)
C (0.864, -3.852, -1.348)
C (-2.257, 1.165, 3.244)
C (0.160, 4.194, -0.576)
C (2.923, -0.011, 1.206)
C (0.117, 3.952, 0.783)
C (0.799, -3.991, 1.206)
C (-1.358, -4.051, -0.135)
B (0.076, 1.864, 2.343)
H (1.767, -0.649, -1.313)
H (-5.432, -1.071, 1.586)
H (0.234, 5.149, -1.067)
H (-4.309, 0.372, 3.146)
H (-2.008, -0.816, -1.058)
H (3.328, -1.823, 0.181)
H (5.521, -0.878, 0.846)
H (-2.180, 1.776, 4.128)
H (-3.320, -1.982, 0.688)
H (5.422, -1.073, -0.903)
H (2.537, 1.846, 3.872)
H (-3.224, 0.491, -1.102)
H (-5.342, 0.290, 0.460)
H (-5.565, -1.356, -0.148)
H (-2.000, 2.653, -2.934)
H (-1.411, 1.037, -2.520)
H (0.149, 4.628, 1.621)
H (-0.266, 4.529, -3.420)
H (4.580, 0.562, 2.591)
H (0.108, 2.646, 3.252)
H (1.458, 4.200, -3.184)
H (2.863, 0.763, -1.380)
H (-3.610, -1.149, -1.650)
H (5.238, 0.533, -0.183)
H (-1.136, 1.684, -4.138)
H (3.298, -0.789, -2.114)
H (0.924, 1.798, -2.748)
H (0.590, 3.464, -4.536)

***

Density functional theory data (ωB97M-V/def2-TZVPD) for a molecular structure, C22H28BrHfN.

Values from the calculation:
Multiplicity = 1
Gap between HOMO and LUMO (alpha / beta) = 4.97 / 4.97 eV

Atoms and positions in Å:
Hf (-0.849, 1.722, -0.682)
Br (-1.776, 3.541, 0.720)
N (0.952, 0.732, -0.410)
C (-4.671, -0.994, 1.056)
C (-3.442, 0.608, 2.196)
C (-4.738, 0.323, 1.656)
C (1.916, -2.952, 1.372)
C (-2.574, -0.495, 1.958)
C (2.930, -2.009, 1.147)
C (-2.484, -0.113, -2.006)
C (-2.487, 2.170, -2.269)
C (1.939, 1.827, -0.609)
C (2.546, 2.259, 0.745)
C (4.343, -2.293, 1.578)
C (0.618, -2.752, 0.884)
C (1.263, 3.075, -1.207)
C (-3.326, -1.477, 1.236)
C (0.348, -1.567, 0.175)
C (1.323, -0.544, 0.060)
C (-1.220, 0.247, -2.569)
C (-1.248, 1.675, -2.839)
C (-0.379, -3.853, 1.140)
C (2.620, -0.798, 0.523)
C (-3.221, 1.048, -1.778)
C (2.908, 1.309, -1.676)
H (-1.379, -3.624, 0.758)
H (3.300, 0.319, -1.439)
H (-2.884, -2.382, 0.782)
H (2.063, 3.817, -1.293)
H (-1.469, -0.435, 1.962)
H (3.734, 2.016, -1.822)
H (3.414, -0.055, 0.426)
H (4.757, -3.181, 1.062)
H (-3.093, 1.595, 2.528)
H (-0.449, -0.451, -2.876)
H (3.483, 2.805, 0.582)
H (2.137, -3.883, 1.901)
H (4.391, -2.471, 2.668)
H (-0.455, -4.053, 2.224)
H (-0.536, 2.230, -3.429)
H (1.842, 2.912, 1.271)
H (0.912, 2.912, -2.225)
H (-0.620, -1.443, -0.324)
H (-5.457, -1.479, 0.446)
H (-0.040, -4.796, 0.678)
H (4.963, -1.417, 1.324)
H (-2.847, 3.190, -2.253)
H (0.513, 3.557, -0.553)
H (2.339, 1.191, -2.607)
H (2.726, 1.425, 1.418)
H (-4.201, 1.070, -1.327)
H (-2.876, -1.109, -1.831)
H (-5.560, 1.049, 1.545)

***

Density functional theory data (ωB97M-V/def2-TZVPD) for a molecular structure, C22H28BrN3O13PPt.

Values from the calculation:
Net charge = -1
Multiplicity = 1
Gap between HOMO and LUMO (alpha / beta) = 5.82 / 5.82 eV
ΔE to the lowest compared entry with this formula, charge and spin = 1.4064 eV

Atoms and positions in Å:
Pt (0.144, 0.163, 0.135)
Br (-2.035, -6.208, 0.448)
P (-0.783, 2.209, 0.508)
O (-3.533, -0.167, -2.502)
O (0.572, -1.034, 4.106)
O (-1.290, 3.019, -0.785)
O (-3.970, -1.030, -4.422)
O (0.151, 3.262, 1.225)
O (0.994, -4.240, -5.872)
O (-2.072, 2.285, 1.462)
O (-1.409, -0.731, -1.352)
O (-0.012, 0.068, 2.275)
O (2.342, -2.331, -1.791)
O (0.865, -1.762, -0.290)
O (-0.893, -3.735, -6.758)
O (1.001, 0.701, -1.665)
N (1.172, -2.022, -1.516)
N (-3.216, -0.861, -3.464)
N (-0.076, -3.658, -5.856)
C (-1.617, -2.216, -4.641)
C (-0.364, 4.500, 1.727)
C (-1.349, -4.604, 1.208)
C (-0.392, -2.864, -4.718)
C (0.520, -2.774, -3.670)
C (0.203, -2.078, -2.505)
C (-1.909, -3.394, 0.842)
C (-3.200, 1.442, 1.243)
C (2.936, 1.214, -0.300)
C (-4.286, 1.852, 2.223)
C (-0.373, -2.283, 2.329)
C (-1.951, -1.491, -3.501)
C (2.792, 1.793, -2.749)
C (-0.800, 4.383, 3.179)
C (-1.064, -1.384, -2.365)
C (1.994, 1.633, -1.443)
C (-1.414, -2.236, 1.409)
C (-0.309, -4.678, 2.117)
C (-2.037, 3.481, -3.001)
C (-1.597, 2.389, -2.044)
C (0.125, -1.003, 2.972)
C (0.180, -3.510, 2.674)
H (-0.709, 1.869, -2.411)
H (3.219, 0.828, -3.013)
H (1.543, 2.614, -1.174)
H (3.425, 0.276, -0.557)
H (-4.547, 2.899, 2.092)
H (-1.250, 4.222, -3.123)
H (-1.059, 5.365, 3.569)
H (1.469, -3.281, -3.736)
H (-2.904, 0.404, 1.414)
H (0.114, -5.635, 2.379)
H (0.010, 3.963, 3.767)
H (-1.190, 4.831, 1.093)
H (3.580, 2.528, -2.609)
H (-2.274, 3.042, -3.966)
H (2.137, 2.115, -3.554)
H (-2.316, -2.279, -5.462)
H (0.466, 5.205, 1.629)
H (-3.944, 1.704, 3.245)
H (-1.656, 3.721, 3.253)
H (-5.173, 1.248, 2.052)
H (-2.397, 1.657, -1.913)
H (0.998, -3.536, 3.378)
H (-1.846, -1.283, 1.130)
H (-2.924, 3.971, -2.611)
H (-3.551, 1.534, 0.211)
H (-2.716, -3.347, 0.125)
H (2.375, 1.076, 0.633)
H (3.687, 1.984, -0.135)

***

Density functional theory data (ωB97M-V/def2-TZVPD) for a molecular structure, C22H28Cl4IrN2O5PS.

Values from the calculation:
Multiplicity = 1
Gap between HOMO and LUMO = 7.95 eV
ΔE to the lowest compared entry with this formula, charge and spin = 0.0140 eV

Atoms and positions in Å:
Ir (0.908, -0.464, 0.644)
Cl (5.860, -1.381, 5.643)
Cl (-0.496, -3.186, -0.696)
Cl (5.843, -0.347, 0.355)
Cl (1.186, -1.171, 2.958)
S (0.901, 0.030, -1.597)
P (1.115, 1.796, 1.290)
O (-1.133, -0.464, 0.797)
O (0.412, 2.981, 0.458)
O (2.949, -0.579, 0.606)
O (2.604, 2.375, 1.315)
O (0.677, 2.047, 2.805)
N (-0.889, -0.563, -3.427)
N (-1.845, -0.208, -1.416)
C (3.567, -0.764, 1.741)
C (3.340, 2.491, 0.085)
C (-3.595, 0.164, 1.755)
C (2.942, -1.043, 2.964)
C (0.909, 3.309, 3.448)
C (-2.767, -2.211, -3.595)
C (-2.235, -0.830, -3.949)
C (-4.877, 0.383, 2.234)
C (-0.962, 2.860, 0.068)
C (0.795, -2.115, -4.398)
C (4.975, -0.691, 1.813)
C (5.671, -0.879, 2.988)
C (4.982, -1.151, 4.161)
C (-3.382, -0.031, 0.393)
C (-5.953, 0.402, 1.358)
C (3.605, -1.238, 4.161)
C (-0.717, -0.297, -2.127)
C (0.974, -2.480, 0.101)
C (-5.745, 0.204, -0.001)
C (0.236, -0.700, -4.354)
C (-4.463, -0.009, -0.483)
C (-1.990, -0.251, -0.109)
H (2.868, 3.231, -0.560)
H (1.152, -3.125, 0.961)
H (-4.285, -0.167, -1.537)
H (-2.749, 0.140, 2.428)
H (-5.037, 0.536, 3.294)
H (1.672, -2.148, -5.045)
H (1.085, -2.439, -3.399)
H (-2.849, -2.325, -2.516)
H (1.012, 0.009, -4.075)
H (-1.574, 2.466, 0.882)
H (-2.114, -2.997, -3.972)
H (1.968, 3.425, 3.667)
H (4.340, 2.818, 0.358)
H (3.059, -1.452, 5.068)
H (-6.954, 0.570, 1.733)
H (-1.304, 3.861, -0.181)
H (-6.583, 0.213, -0.684)
H (3.401, 1.524, -0.412)
H (-2.173, -0.713, -5.031)
H (6.749, -0.810, 2.989)
H (-1.048, 2.214, -0.805)
H (0.572, 4.130, 2.816)
H (-3.756, -2.347, -4.038)
H (-0.127, -0.396, -5.336)
H (0.059, -2.818, -4.787)
H (0.336, 3.295, 4.372)
H (-2.903, -0.059, -3.567)
H (1.782, -2.625, -0.615)

***

Density functional theory data (ωB97M-V/def2-TZVPD) for a molecular structure, C22H28MnN6O5S.

Values from the calculation:
Multiplicity = 4
Gap between HOMO and LUMO (alpha / beta) = 4.09 / 6.77 eV

Atoms and positions in Å:
Mn (-0.376, -0.037, -0.214)
S (2.910, -1.258, -0.971)
O (-0.917, -4.563, 0.577)
O (-1.621, 2.395, 0.908)
O (1.671, -0.474, -0.806)
O (-0.729, -1.698, 0.537)
O (-0.699, 1.781, -1.114)
N (-1.264, -2.854, -3.208)
N (0.359, 0.475, 1.467)
N (-0.955, -0.803, -1.914)
N (-2.360, -4.609, -4.166)
N (-3.590, -3.038, -2.963)
N (0.496, 1.752, 1.784)
C (1.575, 5.752, 2.242)
C (2.020, -3.937, 2.633)
C (1.075, -1.778, 2.080)
C (4.062, -0.648, 0.328)
C (0.673, 6.750, 1.893)
C (0.049, -3.833, 1.246)
C (1.033, -4.572, 1.895)
C (-3.115, 1.440, -0.639)
C (3.768, -0.401, -2.368)
C (-0.953, 5.072, 1.315)
C (-0.809, 3.039, -1.754)
C (0.092, -2.423, 1.256)
C (-0.369, 2.668, 1.454)
C (-1.673, 1.443, -0.128)
C (-0.041, 4.053, 1.643)
C (-2.388, -3.476, -3.415)
C (1.230, 4.427, 2.120)
C (-0.590, 6.395, 1.438)
C (2.018, -2.566, 2.760)
C (-2.217, -4.020, 0.539)
C (1.067, -0.370, 2.218)
C (-1.140, -1.785, -2.509)
H (-4.454, -3.475, -3.225)
H (1.660, 0.073, 3.013)
H (0.948, 7.791, 1.971)
H (2.754, -2.081, 3.390)
H (-1.563, 2.995, -2.552)
H (2.778, -4.521, 3.131)
H (-3.628, -2.158, -2.475)
H (0.163, 3.291, -2.183)
H (-2.297, -3.202, -0.187)
H (-1.452, -5.034, -4.258)
H (-3.142, -5.239, -4.092)
H (-3.500, 2.457, -0.743)
H (3.904, 0.649, -2.129)
H (3.679, -0.982, 1.287)
H (-3.733, 0.910, 0.082)
H (-3.149, 0.932, -1.600)
H (-2.513, -3.631, 1.517)
H (-1.088, 3.798, -1.018)
H (4.725, -0.873, -2.561)
H (0.992, -5.647, 1.825)
H (-1.947, 4.810, 0.976)
H (-2.870, -4.851, 0.256)
H (2.553, 6.017, 2.620)
H (1.919, 3.641, 2.386)
H (4.098, 0.437, 0.307)
H (5.045, -1.075, 0.156)
H (3.130, -0.495, -3.242)
H (-1.303, 7.167, 1.185)

***

Number 1: strongest force on any atom 2.54 eV Å⁻¹, calculated total energy -3880489.288 eV. Number 2: strongest force on any atom 0.20 eV Å⁻¹, calculated total energy -85082.741 eV. Number 3: strongest force on any atom 3.88 eV Å⁻¹, calculated total energy -96105.726 eV. Number 4: strongest force on any atom 3.87 eV Å⁻¹, calculated total energy -136929.950 eV. Number 5: strongest force on any atom 0.12 eV Å⁻¹, calculated total energy -109542.616 eV. Number 6: strongest force on any atom 1.93 eV Å⁻¹, calculated total energy -84597.883 eV.